1.
Density functional theory data (wB97M-V/def2-TZVPD) for a cluster of 2 separate species, C6H13N in total at a distorted geometry.

Cartesian coordinates (Å):
C1 -1.987 0.295 -0.689
C2 -0.660 -0.361 -0.581
C3 0.271 -0.052 0.446
C4 0.076 1.013 1.357
C5 1.599 -0.744 0.469
C6 2.474 -0.310 -0.745
N1 -3.073 -0.612 -0.304
H1 -2.005 0.597 -1.760
H2 -1.914 1.227 -0.109
H3 -0.561 -1.346 -1.028
H4 0.526 1.501 -0.355
H5 -0.879 1.201 1.846
H6 0.837 1.329 2.064
H7 1.547 -1.853 0.483
H8 2.200 -0.364 1.296
H9 1.947 -0.279 -1.704
H10 2.695 0.770 -0.551
H11 3.382 -0.908 -0.819
H12 -3.825 -0.087 0.144
H13 -2.650 -1.017 0.538

Output
Orbital gap (spin up / spin down) ... 7.7 / 7.4 eV
Energy above the lowest of the compared OMol25 structures with the same formula, charge and spin ... 4.796 eV
⟨S²⟩ ... 0.762
Spin multiplicity ... 2
Total charge ... +1

***

2.
Density functional theory data (wB97M-V/def2-TZVPD) for a cluster of 14 separate species, C68H146N14 in total at a distorted geometry.

Cartesian coordinates (Å):
C1 1.146 -2.703 -4.911
C2 1.708 -3.241 -6.215
C3 1.485 -4.753 -6.344
C4 2.258 -5.444 -5.328
N1 2.867 -6.055 -4.562
H1 0.051 -2.821 -4.871
H2 1.390 -1.657 -4.786
H3 1.534 -3.254 -4.066
H4 2.802 -3.105 -6.292
H5 1.329 -2.777 -7.119
H6 1.807 -5.113 -7.327
H7 0.422 -5.029 -6.258
C5 -6.834 2.511 2.479
C6 -6.145 1.927 1.247
C7 -5.383 0.674 1.604
C8 -6.245 -0.418 2.057
N2 -6.984 -1.233 2.339
H8 -7.150 3.537 2.267
H9 -6.190 2.576 3.365
H10 -7.744 1.970 2.753
H11 -5.347 2.601 0.862
H12 -6.835 1.699 0.446
H13 -4.632 0.929 2.366
H14 -4.845 0.231 0.757
C9 5.669 3.670 -1.257
C10 5.237 2.530 -0.361
C11 4.148 2.940 0.654
C12 3.023 3.484 -0.125
N3 2.116 3.883 -0.669
H15 6.309 3.333 -2.078
H16 6.171 4.480 -0.734
H17 4.785 4.081 -1.752
H18 6.108 2.163 0.206
H19 4.836 1.688 -0.947
H20 4.576 3.720 1.298
H21 3.784 2.110 1.279
C13 1.970 3.214 6.369
C14 0.873 4.139 5.750
C15 1.199 4.583 4.376
C16 1.296 3.467 3.397
N4 1.375 2.582 2.681
H22 2.933 3.734 6.403
H23 2.102 2.353 5.718
H24 1.686 2.880 7.358
H25 0.721 5.007 6.374
H26 -0.066 3.569 5.757
H27 2.184 5.059 4.352
H28 0.546 5.354 3.975
C17 -2.904 4.771 -0.418
C18 -1.426 5.054 -0.177
C19 -0.683 5.415 -1.506
C20 -1.182 6.714 -2.006
N5 -1.603 7.756 -2.274
H29 -3.371 4.403 0.500
H30 -3.002 4.017 -1.210
H31 -3.407 5.685 -0.736
H32 -0.885 4.200 0.209
H33 -1.259 5.858 0.548
H34 -0.955 4.669 -2.245
H35 0.407 5.430 -1.438
C21 3.720 2.615 -4.417
C22 2.341 2.053 -4.054
C23 1.241 2.530 -5.025
C24 0.910 3.981 -4.949
N6 0.821 5.093 -4.771
H36 3.843 3.624 -3.993
H37 3.863 2.621 -5.505
H38 4.471 1.956 -3.942
H39 2.051 2.349 -3.032
H40 2.299 0.969 -4.153
H41 0.307 1.982 -4.871
H42 1.560 2.376 -6.067
C25 -0.344 -0.560 -2.240
C26 0.503 -0.041 -1.092
C27 0.003 1.309 -0.564
C28 -1.354 1.218 -0.065
N7 -2.410 1.139 0.349
H43 0.068 -1.524 -2.544
H44 -0.333 0.126 -3.091
H45 -1.381 -0.699 -1.931
H46 1.534 0.080 -1.446
H47 0.491 -0.754 -0.259
H48 0.034 2.070 -1.361
H49 0.592 1.658 0.282
C29 -5.026 0.840 -2.394
C30 -5.129 1.667 -3.617
C31 -3.864 1.493 -4.489
C32 -2.674 1.984 -3.847
N8 -1.826 2.468 -3.250
H50 -5.922 0.943 -1.762
H51 -4.207 1.153 -1.738
H52 -4.896 -0.217 -2.642
H53 -5.314 2.728 -3.439
H54 -5.951 1.295 -4.248
H55 -3.954 1.985 -5.454
H56 -3.751 0.425 -4.690
C33 3.280 -0.837 1.960
C34 4.819 -0.986 1.732
N9 5.277 -2.325 1.825
C35 4.674 -3.249 0.814
C36 5.017 -4.683 1.089
C37 6.733 -2.265 1.734
C38 7.364 -1.588 2.894
H57 2.686 -1.021 1.040
H58 3.055 0.208 2.218
H59 2.874 -1.448 2.778
H60 5.059 -0.486 0.763
H61 5.404 -0.467 2.495
H62 3.600 -3.041 0.888
H63 4.996 -2.949 -0.213
H64 6.066 -4.930 0.895
H65 4.787 -4.890 2.131
H66 4.433 -5.358 0.478
H67 7.025 -1.810 0.767
H68 6.992 -3.319 1.691
H69 7.418 -0.499 2.868
H70 8.421 -1.810 3.037
H71 6.885 -1.834 3.850
C39 0.541 -0.106 6.775
C40 -0.754 -0.572 6.221
N10 -0.790 -1.853 5.512
C41 -0.060 -1.771 4.274
C42 -0.482 -0.659 3.299
C43 -0.443 -3.059 6.288
C44 -1.419 -3.219 7.446
H72 1.292 -0.056 5.973
H73 0.957 -0.813 7.504
H74 0.509 0.878 7.229
H75 -1.439 -0.680 7.041
H76 -1.197 0.153 5.535
H77 1.035 -1.640 4.480
H78 -0.173 -2.689 3.710
H79 0.066 -0.722 2.353
H80 -1.520 -0.762 3.033
H81 -0.375 0.374 3.646
H82 0.626 -3.106 6.632
H83 -0.573 -3.803 5.498
H84 -1.270 -2.429 8.178
H85 -1.200 -4.159 7.964
H86 -2.450 -3.196 7.096
C45 1.043 -4.607 1.564
C46 0.138 -3.739 0.657
N11 -0.907 -4.545 0.083
C47 -0.412 -5.596 -0.882
C48 0.303 -4.957 -2.079
C49 -1.971 -3.724 -0.506
C50 -2.843 -3.024 0.518
H87 1.836 -5.200 1.099
H88 0.447 -5.250 2.207
H89 1.572 -3.905 2.233
H90 -0.405 -3.003 1.232
H91 0.802 -3.200 -0.079
H92 0.202 -6.263 -0.296
H93 -1.318 -6.124 -1.211
H94 0.634 -5.807 -2.684
H95 -0.364 -4.367 -2.691
H96 1.208 -4.406 -1.772
H97 -2.574 -4.404 -1.131
H98 -1.591 -2.924 -1.176
H99 -3.215 -3.711 1.267
H100 -3.699 -2.570 0.009
H101 -2.321 -2.202 1.018
C51 -2.786 2.714 3.681
C52 -2.450 4.271 3.687
N12 -3.086 4.958 4.773
C53 -2.467 6.310 4.902
C54 -2.909 7.079 6.135
C55 -4.564 5.034 4.672
C56 -5.112 5.790 3.434
H102 -2.636 2.265 4.655
H103 -2.166 2.251 2.915
H104 -3.833 2.588 3.383
H105 -1.368 4.313 3.703
H106 -2.739 4.679 2.697
H107 -1.392 6.080 4.952
H108 -2.628 6.905 3.985
H109 -2.261 7.956 6.148
H110 -3.962 7.380 6.006
H111 -2.749 6.459 7.014
H112 -4.933 5.483 5.590
H113 -4.943 4.010 4.634
H114 -6.210 5.815 3.473
H115 -4.893 5.233 2.525
H116 -4.802 6.821 3.259
C57 3.852 -1.029 -2.518
C58 5.369 -0.954 -2.814
N13 6.062 -2.192 -2.495
C59 7.475 -2.036 -2.680
C60 8.328 -3.171 -2.085
C61 5.512 -3.340 -3.295
C62 5.511 -3.204 -4.781
H117 3.282 -1.606 -3.261
H118 3.519 0.008 -2.632
H119 3.611 -1.377 -1.517
H120 5.514 -0.612 -3.871
H121 5.780 -0.164 -2.176
H122 7.769 -1.829 -3.742
H123 7.725 -1.130 -2.122
H124 9.347 -2.804 -2.150
H125 8.002 -3.224 -1.044
H126 8.267 -4.144 -2.595
H127 4.461 -3.501 -3.040
H128 6.039 -4.272 -3.060
H129 4.872 -2.417 -5.196
H130 5.131 -4.129 -5.215
H131 6.497 -3.047 -5.221
C63 -6.391 -2.581 -1.276
C64 -5.465 -3.180 -2.303
N14 -5.489 -2.520 -3.622
C65 -6.803 -2.613 -4.222
C66 -6.979 -1.818 -5.529
C67 -4.492 -3.098 -4.548
C68 -3.030 -2.847 -4.139
H132 -7.436 -2.839 -1.453
H133 -6.278 -1.498 -1.315
H134 -6.109 -2.906 -0.268
H135 -4.446 -3.047 -1.988
H136 -5.581 -4.271 -2.445
H137 -7.069 -3.685 -4.432
H138 -7.502 -2.277 -3.460
H139 -8.021 -1.652 -5.772
H140 -6.527 -0.816 -5.488
H141 -6.577 -2.330 -6.406
H142 -4.714 -2.634 -5.505
H143 -4.667 -4.194 -4.651
H144 -2.810 -3.284 -3.164
H145 -2.726 -1.789 -4.118
H146 -2.330 -3.318 -4.832

Output
Orbital gap ... 8.4 eV
Energy above the lowest of the compared OMol25 structures with the same formula, charge and spin ... 0.000 eV
Total charge ... 0

***

3.
Density functional theory data (wB97M-V/def2-TZVPD) for the ion C3H6N3O2 with charge +1 at a distorted geometry.

Cartesian coordinates (Å):
H1 -1.995 -0.270 2.947
N1 -1.522 -0.424 2.005
C1 -0.548 0.278 1.772
C2 0.158 0.109 0.392
C3 -0.445 -0.538 -0.555
N2 0.015 -0.738 -1.921
N3 1.394 1.007 0.060
O1 1.983 1.555 0.928
O2 1.743 0.920 -1.086
H2 -0.023 1.044 2.350
H3 -1.298 -0.945 -0.181
H4 0.844 -1.222 -1.905
H5 0.424 0.229 -2.276
H6 -0.729 -1.005 -2.532

Output
Orbital gap ... 9.7 eV
Energy above the lowest of the compared OMol25 structures with the same formula, charge and spin ... 4.844 eV
SMILES ... [H]/N=C/C(=C/[NH3+])[N+](=O)[O-]
Total charge ... +1

***

4.
Density functional theory data (wB97M-V/def2-TZVPD) for an isolated molecule of C24H27FN4O2S.

Cartesian coordinates (Å):
O1 5.382 2.567 1.098
S1 4.237 2.055 0.404
O2 3.770 2.743 -0.765
N1 3.019 1.908 1.547
C1 1.661 2.193 1.128
C2 1.210 1.213 0.035
C3 1.508 -0.235 0.348
C4 1.707 -1.137 -0.694
C5 1.889 -2.480 -0.413
C6 1.880 -2.878 0.915
N2 1.703 -2.034 1.916
C7 1.515 -0.756 1.639
N3 -0.205 1.452 -0.250
C8 -0.605 1.151 -1.611
C9 -2.006 1.730 -1.851
N4 -3.002 1.226 -0.930
C10 -3.453 -0.129 -1.207
C11 -4.690 -0.442 -0.407
C12 -5.765 0.438 -0.433
C13 -6.910 0.168 0.292
C14 -6.995 -0.988 1.052
C15 -5.928 -1.868 1.085
C16 -4.780 -1.594 0.361
C17 -2.540 1.425 0.429
C18 -1.140 0.847 0.683
C19 4.568 0.349 -0.022
C20 4.678 -0.012 -1.350
C21 4.966 -1.326 -1.678
C22 5.132 -2.240 -0.652
F1 5.393 -3.522 -0.963
C23 5.032 -1.884 0.684
C24 4.752 -0.567 0.996
H1 3.294 2.414 2.375
H2 1.568 3.205 0.715
H3 1.015 2.118 2.004
H4 1.764 1.484 -0.871
H5 1.725 -0.786 -1.717
H6 2.039 -3.199 -1.204
H7 2.021 -3.914 1.193
H8 1.371 -0.120 2.500
H9 0.101 1.622 -2.298
H10 -0.616 0.064 -1.810
H11 -2.324 1.523 -2.875
H12 -1.957 2.814 -1.712
H13 -2.687 -0.898 -1.012
H14 -3.702 -0.174 -2.273
H15 -5.686 1.339 -1.022
H16 -7.741 0.858 0.266
H17 -7.890 -1.201 1.617
H18 -5.987 -2.769 1.677
H19 -3.948 -2.284 0.394
H20 -3.259 0.975 1.116
H21 -2.508 2.504 0.606
H22 -0.841 1.081 1.705
H23 -1.170 -0.252 0.583
H24 4.535 0.742 -2.108
H25 5.061 -1.647 -2.704
H26 5.170 -2.630 1.451
H27 4.667 -0.241 2.020

Output
Orbital gap ... 8.8 eV
Energy above the lowest of the compared OMol25 structures with the same formula, charge and spin ... 0.856 eV
SMILES ... O=S(=O)(NC[C@@H](c1cccnc1)N1CCN(Cc2ccccc2)CC1)c1ccc(F)cc1
Total charge ... 0

***

5.
Density functional theory data (wB97M-V/def2-TZVPD) for a cluster of 2 separate species, C18H40BNO8 in total at a distorted geometry.

Cartesian coordinates (Å):
C1 1.217 2.515 -0.055
C2 0.642 1.298 -0.781
O1 -0.605 0.871 -0.244
C3 -0.474 0.327 1.062
C4 -1.815 -0.176 1.579
O2 -2.119 -1.429 1.043
C5 -2.673 -1.421 -0.260
C6 -3.274 -2.783 -0.545
O3 -2.290 -3.725 -0.901
C7 -1.441 -4.196 0.165
C8 -0.112 -3.439 0.276
C9 0.401 -2.733 -0.964
O4 1.630 -2.226 -0.475
B1 2.188 -3.438 0.241
C10 3.107 -3.044 1.525
C11 3.898 -1.735 1.314
C12 5.374 -1.947 1.028
O5 5.574 -2.585 -0.242
C13 5.516 -1.808 -1.322
C14 5.622 -2.619 -2.583
O6 5.417 -0.603 -1.296
O7 0.970 -4.307 0.551
H1 1.758 3.148 -0.766
H2 1.933 2.278 0.734
H3 0.414 3.119 0.378
H4 0.422 1.579 -1.817
H5 1.362 0.472 -0.829
H6 0.213 -0.531 1.044
H7 -0.077 1.078 1.763
H8 -1.710 -0.307 2.661
H9 -2.628 0.548 1.404
H10 -3.424 -0.613 -0.332
H11 -1.906 -1.218 -1.008
H12 -3.946 -2.689 -1.407
H13 -3.888 -3.106 0.310
H14 -1.219 -5.242 -0.061
H15 -1.992 -4.155 1.112
H16 -0.145 -2.734 1.114
H17 -0.191 -1.910 -1.367
H18 0.649 -3.482 -1.731
H19 2.876 -4.085 -0.597
H20 3.817 -3.867 1.679
H21 2.493 -2.953 2.431
H22 3.872 -1.123 2.228
H23 3.467 -1.128 0.512
H24 5.798 -2.629 1.769
H25 5.938 -1.011 1.081
H26 5.110 -2.091 -3.385
H27 6.675 -2.734 -2.851
H28 5.180 -3.603 -2.438
C15 -4.821 4.495 -0.336
C16 -3.588 3.811 -0.901
C17 -2.575 3.302 0.115
O8 -1.880 4.381 0.712
C18 -2.405 4.882 1.944
N1 -2.802 4.807 -1.724
H29 -4.588 5.471 0.091
H30 -5.578 4.642 -1.108
H31 -5.260 3.876 0.444
H32 -3.885 3.005 -1.573
H33 -1.825 2.695 -0.402
H34 -3.043 2.656 0.858
H35 -2.974 4.113 2.468
H36 -3.039 5.757 1.781
H37 -1.559 5.180 2.558
H38 -3.387 5.367 -2.342
H39 -2.082 4.342 -2.282
H40 -2.308 5.412 -1.053

Output
Orbital gap ... 3.8 eV
Total charge ... 0

***

6.
Density functional theory data (wB97M-V/def2-TZVPD) for an isolated molecule of C4H7NO.

Cartesian coordinates (Å):
C1 -1.064 -1.181 -0.062
O1 -0.629 -0.336 -1.007
C2 0.497 0.448 -0.668
C3 0.181 1.609 0.268
C4 1.486 -0.493 0.049
N1 0.991 -1.489 0.570
H1 -1.471 -0.743 0.854
H2 0.425 -2.328 0.602
H3 -1.654 -1.989 -0.495
H4 0.908 0.807 -1.615
H5 -0.574 2.262 -0.179
H6 -0.187 1.246 1.233
H7 1.091 2.188 0.449

Output
Orbital gap (spin up / spin down) ... 8.4 / 8.4 eV
Energy above the lowest of the compared OMol25 structures with the same formula, charge and spin ... 5.216 eV
Total charge ... 0

***

7.
Density functional theory data (wB97M-V/def2-TZVPD) for an isolated molecule of C17H22N2O2S.

Cartesian coordinates (Å):
C1 5.465 3.172 -0.884
O1 4.642 2.087 -1.284
C2 3.811 1.609 -0.350
O2 3.743 2.056 0.769
C3 2.984 0.479 -0.843
C4 2.945 0.121 -2.186
C5 2.165 -0.955 -2.574
C6 1.405 -1.642 -1.648
C7 1.407 -1.266 -0.300
N1 0.611 -1.986 0.584
C8 -0.149 -1.568 1.641
S1 -1.121 -2.704 2.351
N2 -0.050 -0.297 2.067
C9 -1.072 0.326 2.874
C10 -1.975 1.218 2.002
C11 -2.511 0.433 0.835
C12 -1.885 0.429 -0.335
C13 -2.293 -0.412 -1.505
C14 -3.225 -1.537 -1.070
C15 -4.327 -0.962 -0.188
C16 -3.717 -0.421 1.101
C17 2.232 -0.218 0.098
H1 6.081 2.886 -0.030
H2 6.088 3.414 -1.742
H3 4.851 4.030 -0.601
H4 3.527 0.673 -2.906
H5 2.142 -1.257 -3.610
H6 0.796 -2.478 -1.959
H7 0.363 -2.922 0.286
H8 0.443 0.346 1.461
H9 -0.590 0.925 3.651
H10 -1.654 -0.468 3.345
H11 -2.788 1.599 2.621
H12 -1.388 2.067 1.642
H13 -1.025 1.069 -0.498
H14 -1.397 -0.816 -1.987
H15 -2.795 0.221 -2.245
H16 -3.650 -2.034 -1.944
H17 -2.665 -2.278 -0.496
H18 -5.066 -1.730 0.048
H19 -4.834 -0.156 -0.724
H20 -4.460 0.158 1.656
H21 -3.418 -1.259 1.739
H22 2.355 0.048 1.137

Output
Orbital gap ... 8.3 eV
Energy above the lowest of the compared OMol25 structures with the same formula, charge and spin ... 1.458 eV
SMILES ... COC(=O)c1cccc(NC(=S)NCCC2=CCCCC2)c1
Total charge ... 0

***

> What is the formula in the seventh record?

C17H22N2O2S